# 1
Below is a cluster of 18 separate species, C26H81Br2NO18P in total at a distorted geometry, with properties calculated with the ωB97M-V functional and the def2-TZVPD basis.

Element x y z (Å)
C  -1.93  2.81  1.44
C  -0.90  4.00  1.58
C  0.56  3.39  1.78
Br  1.99  4.75  1.65
N  0.79  2.21  0.91
C  0.93  1.00  1.58
C  1.12  -0.27  0.89
C  1.17  -0.29  -0.59
C  1.01  1.04  -1.25
P  1.00  1.20  -3.14
C  -0.84  1.08  -3.55
O  1.82  -0.12  -3.83
C  0.82  2.27  -0.48
Br  0.57  3.94  -1.46
H  -3.00  3.13  1.39
H  -1.74  2.15  0.55
H  -1.82  2.15  2.35
H  -0.95  4.76  0.76
H  -1.13  4.49  2.58
H  0.58  3.04  2.85
H  0.89  1.00  2.69
H  1.20  -1.25  1.43
H  1.29  -1.21  -1.19
H  -1.35  1.65  -2.71
H  -1.13  0.01  -3.40
H  -1.09  1.50  -4.56
H  2.52  0.29  -4.37
C  -1.74  -0.23  4.32
O  -0.61  0.65  4.32
H  -2.19  -0.22  3.33
H  -1.43  -1.24  4.57
H  -2.48  0.12  5.05
H  -0.24  0.62  5.21
C  -2.06  2.20  -7.56
O  -1.68  1.11  -6.73
H  -2.61  2.93  -6.96
H  -1.17  2.68  -7.97
H  -2.70  1.85  -8.37
H  -1.20  0.49  -7.28
C  3.51  -3.53  -0.20
O  2.32  -3.40  -0.97
H  3.29  -4.10  0.70
H  4.27  -4.06  -0.78
H  3.88  -2.54  0.08
H  2.54  -2.89  -1.76
C  5.62  -0.05  2.01
O  4.82  -1.20  1.77
H  6.67  -0.34  1.95
H  5.42  0.71  1.24
H  5.40  0.35  3.00
H  3.90  -0.92  1.82
C  -5.28  2.80  3.41
O  -4.15  3.67  3.42
H  -5.73  2.82  2.42
H  -4.96  1.78  3.64
H  -6.01  3.14  4.14
H  -3.77  3.63  4.30
C  5.31  1.37  5.88
O  4.11  1.53  5.11
H  5.08  0.78  6.77
H  6.06  0.85  5.28
H  5.69  2.35  6.17
H  4.34  2.05  4.33
C  0.08  -1.14  -9.52
O  0.12  -0.89  -8.11
H  -0.25  -0.23  -10.03
H  1.08  -1.41  -9.87
H  -0.62  -1.95  -9.73
H  0.42  -1.70  -7.68
C  1.34  -7.00  0.33
O  0.46  -6.41  -0.63
H  0.87  -7.91  0.72
H  2.29  -7.26  -0.14
H  1.51  -6.31  1.15
H  0.90  -5.61  -0.95
C  0.46  -6.70  -3.77
O  1.27  -7.36  -4.74
H  0.44  -7.31  -2.87
H  0.88  -5.72  -3.54
H  -0.56  -6.59  -4.15
H  1.27  -6.81  -5.53
C  -4.32  -2.09  2.49
O  -4.28  -1.87  3.90
H  -4.64  -1.17  2.00
H  -3.33  -2.38  2.13
H  -5.04  -2.89  2.27
H  -4.00  -2.69  4.31
C  5.89  5.21  7.12
O  6.69  4.57  6.13
H  5.88  4.58  8.01
H  6.32  6.18  7.37
H  4.87  5.34  6.75
H  6.69  5.14  5.35
C  1.45  9.06  2.81
O  1.82  7.95  3.61
H  0.91  9.77  3.43
H  2.34  9.54  2.40
H  0.80  8.74  1.99
H  2.30  7.33  3.03
C  -6.07  -1.43  7.17
O  -5.17  -0.51  6.56
H  -6.45  -0.98  8.08
H  -6.90  -1.64  6.49
H  -5.54  -2.35  7.41
H  -4.84  -0.92  5.75
C  -2.40  -1.07  -0.42
O  -3.17  -2.25  -0.22
H  -2.46  -0.45  0.48
H  -1.36  -1.34  -0.61
H  -2.79  -0.50  -1.27
H  -3.10  -2.77  -1.03
C  -1.35  1.74  -12.54
O  -1.56  0.65  -11.65
H  -0.38  1.63  -13.01
H  -2.13  1.74  -13.31
H  -1.38  2.69  -11.99
H  -2.42  0.77  -11.24
C  4.09  -6.67  2.80
O  2.94  -7.48  2.59
H  4.17  -5.96  1.98
H  3.99  -6.12  3.74
H  4.99  -7.29  2.83
H  2.89  -8.10  3.32
C  -5.31  0.22  -2.66
O  -4.44  1.16  -3.28
H  -5.71  0.67  -1.75
H  -6.14  -0.02  -3.33
H  -4.76  -0.68  -2.39
H  -4.10  0.74  -4.08

The calculation puts the HOMO energy at -11.2 eV. The total charge is +1. The spin multiplicity is 1.

---

# 2
Below is a cluster of 11 separate species, C33H77N11O11 in total at a distorted geometry, with properties calculated with the ωB97M-V functional and the def2-TZVPD basis.

Element x y z (Å)
C  1.91  -4.03  -0.60
N  3.04  -4.83  -1.08
C  2.80  -6.17  -1.73
C  4.25  -4.42  -0.84
O  5.29  -4.96  -1.22
H  1.10  -4.03  -1.34
H  2.24  -3.02  -0.38
H  1.42  -4.52  0.24
H  2.46  -6.91  -1.00
H  1.90  -6.13  -2.35
H  3.66  -6.64  -2.21
H  4.21  -3.49  -0.24
C  3.20  0.94  -5.21
N  2.60  2.12  -4.50
C  2.89  3.45  -4.92
C  1.88  1.88  -3.44
O  1.41  2.76  -2.68
H  3.27  -0.02  -4.70
H  4.17  1.22  -5.61
H  2.63  0.77  -6.12
H  3.07  3.42  -6.00
H  2.10  4.10  -4.55
H  3.82  3.68  -4.42
H  1.83  0.79  -3.28
C  -2.73  -3.75  -2.31
N  -1.65  -4.13  -3.27
C  -0.74  -3.04  -3.43
C  -1.60  -5.30  -3.88
O  -0.87  -5.57  -4.82
H  -3.03  -2.73  -2.52
H  -2.34  -3.86  -1.30
H  -3.60  -4.40  -2.41
H  -1.26  -2.29  -4.02
H  -0.34  -2.69  -2.48
H  0.02  -3.19  -4.19
H  -2.38  -5.96  -3.47
C  5.22  3.32  -1.59
N  4.65  3.77  -0.29
C  3.21  3.44  -0.07
C  5.51  4.31  0.62
O  5.07  4.79  1.75
H  6.29  3.52  -1.66
H  4.63  3.68  -2.43
H  5.12  2.23  -1.68
H  2.88  3.85  0.88
H  2.69  4.01  -0.84
H  2.99  2.38  0.04
H  6.53  4.48  0.26
C  -1.81  0.97  0.72
N  -1.01  -0.13  0.17
C  -1.59  -1.46  0.36
C  0.20  0.09  -0.47
O  0.87  -0.83  -0.90
H  -1.92  0.83  1.79
H  -2.85  1.06  0.40
H  -1.45  1.98  0.52
H  -1.50  -1.61  1.43
H  -2.64  -1.48  0.06
H  -1.06  -2.23  -0.21
H  0.40  1.17  -0.52
C  -0.86  -0.62  5.64
N  -2.03  0.25  5.92
C  -2.18  0.86  7.30
C  -3.04  0.54  5.07
O  -3.14  0.07  3.90
H  -0.59  -1.19  6.54
H  0.00  -0.03  5.32
H  -1.10  -1.31  4.84
H  -2.76  1.79  7.25
H  -2.66  0.11  7.92
H  -1.25  1.16  7.77
H  -3.79  1.21  5.52
C  -5.04  -0.14  0.77
N  -6.38  0.17  1.22
C  -7.52  0.03  0.24
C  -6.58  0.43  2.51
O  -7.68  0.70  3.00
H  -4.99  0.42  -0.16
H  -5.01  -1.18  0.46
H  -4.26  0.22  1.43
H  -7.36  0.57  -0.69
H  -7.62  -1.03  -0.01
H  -8.48  0.42  0.57
H  -5.65  0.48  3.11
C  -3.44  -3.83  4.43
N  -4.15  -3.56  3.16
C  -5.69  -3.34  3.30
C  -3.54  -3.68  1.92
O  -4.18  -3.82  0.88
H  -3.81  -4.75  4.88
H  -3.63  -3.02  5.13
H  -2.38  -3.96  4.23
H  -6.17  -2.92  2.42
H  -6.26  -4.26  3.36
H  -5.97  -2.69  4.13
H  -2.44  -3.62  1.97
C  4.07  -1.18  -2.42
N  5.25  -1.57  -3.21
C  6.46  -0.93  -2.82
C  5.14  -2.43  -4.19
O  6.10  -2.76  -4.94
H  3.06  -1.36  -2.79
H  4.14  -0.10  -2.30
H  4.22  -1.68  -1.46
H  7.31  -1.33  -3.38
H  6.37  0.15  -2.98
H  6.71  -1.08  -1.76
H  4.12  -2.83  -4.26
C  -1.06  4.43  -1.37
N  -0.95  5.11  -2.67
C  -2.07  5.05  -3.63
C  0.21  5.79  -2.99
O  0.39  6.44  -3.96
H  -1.41  3.40  -1.47
H  -1.74  4.95  -0.69
H  -0.09  4.20  -0.95
H  -2.95  5.42  -3.09
H  -2.04  5.75  -4.47
H  -2.35  4.05  -3.97
H  0.96  5.65  -2.19
C  0.56  2.97  5.36
N  1.21  2.74  4.08
C  2.61  3.22  3.90
C  0.37  2.48  3.06
O  0.67  2.58  1.87
H  -0.44  2.54  5.46
H  0.41  3.98  5.74
H  1.07  2.57  6.24
H  3.21  3.01  4.78
H  3.13  2.72  3.08
H  2.52  4.30  3.76
H  -0.60  2.07  3.37

The calculation puts the HOMO energy at -9.0 eV. As for the energy relative to the best compared isomer or geometry (same formula, charge and spin): 207.5 kcal per mole. The spin multiplicity is 1.

---

# 3
Below is a cluster of 2 separate species, C5H13NO2S2 in total at a distorted geometry, with properties calculated with the ωB97M-V functional and the def2-TZVPD basis.

Element x y z (Å)
C  1.54  1.63  1.12
C  -0.91  0.95  -1.75
C  -2.04  1.36  0.41
C  2.45  -2.35  0.08
C  1.79  0.33  1.11
N  -1.62  0.42  -0.60
O  -1.30  -1.25  1.31
O  -2.13  -2.02  -0.92
S  2.02  -0.61  -0.45
S  -0.98  -1.10  -0.10
H  1.37  2.15  0.14
H  -2.90  -2.02  -0.38
H  1.50  2.05  2.12
H  -1.52  1.69  -2.24
H  -0.10  1.76  -1.69
H  -0.49  0.29  -2.46
H  -1.95  0.80  1.38
H  -1.28  2.19  0.30
H  -3.11  1.60  0.19
H  2.03  -2.34  1.01
H  3.52  -2.33  0.00
H  2.11  -3.09  -0.58
H  1.98  -0.11  2.01

The calculation puts the HOMO energy at -8.1 eV. As for the energy relative to the best compared isomer or geometry (same formula, charge and spin): 27.8 kcal per mole. The spin multiplicity is 1.

---

# 4
Below is a cluster of 6 separate species, C8H30N2O6 in total at a distorted geometry, with properties calculated with the ωB97M-V functional and the def2-TZVPD basis.

Element x y z (Å)
O  7.91  14.95  -0.38
H  7.19  15.53  -0.64
H  8.70  15.47  -0.50
O  12.09  11.43  -1.13
H  11.80  10.57  -1.41
H  11.29  11.88  -0.86
O  8.79  10.39  -3.65
H  8.69  10.47  -2.70
H  8.21  11.05  -4.01
O  9.16  12.65  -1.94
H  9.09  13.03  -2.81
H  8.49  13.09  -1.42
C  6.82  15.16  -5.38
C  7.23  14.35  -4.11
C  6.16  14.09  -3.01
O  5.76  15.32  -2.30
C  4.35  15.39  -2.23
N  7.96  13.15  -4.63
H  7.60  15.16  -6.15
H  6.78  16.15  -4.93
H  5.85  14.85  -5.77
H  7.86  14.97  -3.48
H  6.37  13.30  -2.28
H  5.26  13.88  -3.58
H  3.96  16.27  -2.74
H  4.13  15.33  -1.16
H  3.71  14.60  -2.62
H  8.51  13.59  -5.35
H  7.30  12.68  -5.23
C  10.41  16.52  -4.26
C  10.12  16.73  -2.69
C  10.90  15.82  -1.70
O  10.30  15.99  -0.39
C  11.03  15.53  0.74
N  10.30  18.15  -2.45
H  9.58  16.87  -4.87
H  10.45  15.45  -4.48
H  11.33  16.94  -4.68
H  9.04  16.60  -2.61
H  11.97  16.03  -1.68
H  10.72  14.79  -2.01
H  10.44  15.64  1.65
H  11.82  16.27  0.88
H  11.60  14.61  0.63
H  10.50  18.05  -1.47
H  9.39  18.58  -2.52

Its expectation value of S² is 0.75. The calculation puts the HOMO energy (spin up / spin down) at 0.8 / -6.9 eV. The total charge is -1. As for the energy relative to the best compared isomer or geometry (same formula, charge and spin): 32.7 kcal per mole. The spin multiplicity is 2.

---

# 5
Below is a structure of composition C18H33INO2P2Sm at a distorted geometry, with properties calculated with the ωB97M-V functional and the def2-TZVPD basis.

Element x y z (Å)
C  1.26  6.69  -0.79
C  1.52  5.39  -1.34
H  1.66  7.48  -1.45
H  1.72  6.74  0.21
H  0.16  6.81  -0.68
O  1.71  4.29  -1.71
I  -0.34  3.36  1.97
Sm  0.21  0.73  0.79
P  -1.70  1.17  -1.29
C  -2.10  0.09  -2.70
C  -3.28  1.10  -0.35
H  -4.10  1.35  -1.03
H  -2.93  2.93  -2.40
H  -3.26  1.82  0.47
H  -1.66  3.59  -1.31
H  -2.00  -0.97  -2.40
H  -3.45  0.10  0.08
C  -1.90  2.82  -2.05
H  -3.11  0.27  -3.07
H  -1.22  2.89  -2.91
H  -1.38  0.29  -3.50
P  3.02  1.19  1.31
C  4.38  0.05  0.86
C  3.91  2.78  1.26
H  2.32  1.65  3.61
H  4.03  1.10  3.54
H  2.69  -0.08  3.39
C  3.02  0.94  3.14
H  3.19  3.59  1.44
H  4.70  2.79  2.02
H  5.23  0.14  1.56
H  4.72  0.30  -0.15
H  4.36  2.90  0.26
H  4.02  -0.98  0.87
C  1.22  0.44  -1.42
O  1.46  -0.20  -2.37
C  -1.13  -3.92  -1.79
N  -2.33  -3.88  -1.01
C  -3.18  -5.04  -1.07
C  -2.57  -2.84  -0.05
C  -1.36  -2.54  0.82
C  -1.31  -3.29  2.01
C  -0.16  -3.27  2.80
C  0.96  -2.54  2.40
C  0.91  -1.82  1.16
C  -0.32  -1.67  0.50
H  -1.42  -4.35  -2.77
H  -0.38  -4.59  -1.35
H  -0.71  -2.91  -1.91
H  -2.87  -5.83  -0.36
H  -4.23  -4.78  -0.86
H  -3.09  -5.46  -2.09
H  -2.92  -1.92  -0.57
H  -3.40  -3.19  0.59
H  -2.18  -3.90  2.27
H  -0.14  -3.86  3.72
H  1.88  -2.55  3.00
H  1.84  -1.41  0.74

Its expectation value of S² is 8.82. The calculation puts the HOMO energy (spin up / spin down) at -11.7 / -11.7 eV. The total charge is +2. As for the energy relative to the best compared isomer or geometry (same formula, charge and spin): 0.0 kcal per mole. The spin multiplicity is 6.

---

# 6
Below is a cluster of 2 separate species, CH2NO2PS2 in total at a distorted geometry, with properties calculated with the ωB97M-V functional and the def2-TZVPD basis.

Element x y z (Å)
C  2.24  1.26  2.40
N  -0.18  0.25  -0.15
O  2.72  0.50  1.66
O  -0.97  2.20  1.32
P  -0.06  1.83  0.26
S  1.59  2.25  3.37
S  1.17  2.91  -0.76
H  -0.80  -0.35  0.37
H  0.43  -0.16  -0.83

Its expectation value of S² is 2.01. The calculation puts the HOMO energy (spin up / spin down) at -5.5 / -10.2 eV. The spin multiplicity is 3.